Record 1
The following is a quantum chemistry calculation of a single C2H3N3O2 molecule in a non-equilibrium geometry, from the Open Molecules 2025 dataset.

```
10
Properties=species:S:1:pos:R:3
N 1.836 2.008 -0.514
C 1.114 1.271 -0.018
C -0.162 0.084 0.414
N -1.418 0.077 -0.290
N 0.617 -1.201 0.130
O 0.309 -1.712 -0.915
O 1.386 -1.512 1.019
H -0.336 0.468 1.373
H -1.291 -0.263 -1.242
H -2.056 0.780 0.043
```

E_tot ... -10683.063 eV
SMILES ... N#C[C@@H](N)[N+](=O)[O-]
Net charge ... 0
Gap between HOMO and LUMO ... 10.4 eV
HOMO energy ... -0.405 hartree
Energy relative to the best compared isomer or geometry (same formula, charge and spin) ... 5.394 eV

Here are the Löwdin charges for atoms 1 to 5, given in e: N 0.0840; C -0.1139; C -0.1866; N 0.0879; N -0.3839

Record 2
The following is a quantum chemistry calculation of 2 unconnected molecules or ions with the total composition C58H60N5O in a non-equilibrium geometry, from the Open Molecules 2025 dataset.

```
124
Properties=species:S:1:pos:R:3
C -4.955 -7.331 -0.521
C -4.243 -8.186 0.534
N -3.283 -7.385 1.257
C -2.670 -7.792 2.504
C -1.681 -6.629 2.805
C -1.826 -5.676 1.667
C -1.217 -4.462 1.333
C -1.477 -3.860 0.061
C -0.651 -2.768 -0.457
C -1.190 -1.716 -1.262
C -0.270 -0.860 -1.953
C -0.653 -0.334 -3.163
C -1.958 -0.556 -3.642
N -2.059 -0.165 -4.932
C -3.303 -0.189 -5.643
C -4.137 -1.376 -5.172
C -4.223 -1.543 -3.642
C -2.941 -1.241 -2.928
C -2.583 -1.666 -1.651
C -0.875 0.531 -5.388
C 0.129 0.337 -4.230
C -2.368 -4.532 -0.821
C -3.036 -5.705 -0.482
C -2.753 -6.251 0.783
C -4.002 -6.449 -1.342
H -5.502 -7.990 -1.198
H -5.685 -6.682 -0.021
H -4.971 -8.596 1.250
H -3.735 -9.029 0.033
H -3.435 -7.896 3.302
H -2.153 -8.769 2.384
H -1.897 -6.191 3.786
H -0.667 -7.036 2.871
H -0.545 -3.969 2.025
H 0.267 -3.175 -0.950
H 0.747 -0.653 -1.636
H -3.867 0.749 -5.475
H -3.076 -0.268 -6.717
H -5.148 -1.289 -5.573
H -3.701 -2.292 -5.599
H -5.028 -0.910 -3.244
H -4.507 -2.581 -3.419
H -3.347 -2.083 -0.982
H -0.512 0.099 -6.343
H -1.099 1.607 -5.548
H 0.562 1.288 -3.896
H 0.968 -0.274 -4.583
H -2.494 -4.145 -1.836
H -3.461 -7.085 -2.061
H -4.566 -5.712 -1.927
C 0.181 7.739 2.746
C 0.633 6.422 2.172
C -0.130 5.813 1.174
C 0.254 4.583 0.614
C -0.535 3.979 -0.508
C 1.407 3.981 1.107
N 1.781 2.699 0.591
C 2.513 2.524 -0.583
C 2.614 3.532 -1.627
C 2.414 3.015 -2.920
C 2.232 3.878 -3.990
C 2.339 5.261 -3.798
C 2.695 5.765 -2.541
C 2.862 4.914 -1.453
N 2.967 1.298 -0.673
N 2.579 0.661 0.493
C 3.332 -0.523 0.838
C 4.747 -0.516 0.772
C 5.543 0.636 0.255
C 5.453 -1.624 1.263
C 4.804 -2.806 1.646
C 5.519 -4.019 2.174
C 3.424 -2.878 1.500
C 2.699 -1.762 1.108
C 1.280 -2.028 0.837
C 1.854 1.503 1.289
C 0.840 1.105 2.278
O 0.318 -0.051 2.265
C 0.397 2.137 3.301
C 1.283 2.427 4.433
C -0.915 2.663 3.179
C -1.810 2.088 2.237
C -2.962 2.751 1.856
C -3.331 3.959 2.436
C -2.522 4.482 3.448
C -1.350 3.863 3.849
C 2.240 4.601 2.032
C 3.569 4.042 2.406
C 1.805 5.799 2.614
H 0.911 8.084 3.489
H 0.112 8.500 1.952
H -0.811 7.651 3.222
H -1.031 6.319 0.795
H -0.497 2.881 -0.492
H -1.587 4.286 -0.433
H -0.155 4.338 -1.477
H 2.382 1.931 -3.008
H 2.007 3.459 -4.967
H 2.144 5.939 -4.632
H 2.834 6.841 -2.418
H 3.199 5.290 -0.486
H 6.589 0.321 0.159
H 5.192 0.990 -0.722
H 5.519 1.475 0.959
H 6.547 -1.557 1.380
H 4.883 -4.506 2.938
H 5.713 -4.773 1.386
H 6.480 -3.729 2.629
H 2.897 -3.816 1.663
H 1.132 -3.109 0.717
H 0.622 -1.720 1.644
H 1.002 -1.493 -0.073
H 0.808 2.180 5.405
H 2.201 1.832 4.391
H 1.586 3.476 4.380
H -1.553 1.115 1.798
H -3.555 2.318 1.060
H -4.220 4.487 2.117
H -2.794 5.429 3.907
H -0.701 4.301 4.621
H 4.092 4.788 3.018
H 3.494 3.120 2.996
H 4.196 3.838 1.528
H 2.420 6.285 3.380
```

E_tot ... -70607.735 eV
Net charge ... +1
Gap between HOMO and LUMO ... 3.1 eV
HOMO energy ... -0.260 hartree

Here are the Löwdin charges for atoms 1 to 5, given in e: C -0.1568; C -0.1387; N -0.0843; C -0.1111; C -0.0857

Record 3
The following is a quantum chemistry calculation of a gas-phase ion, C2H4NO2 (charge +1) in a non-equilibrium geometry, from the Open Molecules 2025 dataset.

```
9
Properties=species:S:1:pos:R:3
C 1.942 -0.174 0.114
C -0.175 -0.422 -0.533
N -1.297 0.154 0.267
O 2.973 0.071 -0.219
O 0.866 -0.596 0.496
H 0.188 0.341 -1.168
H -1.163 1.124 0.340
H -1.263 -0.410 1.071
H -2.071 -0.089 -0.368
```

E_tot ... -7712.344 eV
Net charge ... +1
Gap between HOMO and LUMO ... 8.9 eV
HOMO energy ... -0.489 hartree
Energy relative to the best compared isomer or geometry (same formula, charge and spin) ... 3.613 eV

Here are the Löwdin charges for atoms 1 to 5, given in e: C -0.1899; C -0.1070; N 0.1872; O 0.4259; O 0.1468

Record 4
The following is a quantum chemistry calculation of 11 unconnected molecules or ions with the total composition C4H30N2O11 in a non-equilibrium geometry, from the Open Molecules 2025 dataset.

```
47
Properties=species:S:1:pos:R:3
N -1.129 0.813 -0.526
C -0.150 1.012 -1.586
C -0.240 0.245 -2.941
C 0.250 -1.292 -3.006
C 1.257 -1.696 -1.952
N 2.448 -1.059 -1.864
O 1.079 -2.499 -1.057
H -1.150 1.439 0.204
H -1.128 -0.130 -0.225
H 0.900 0.745 -1.176
H -0.163 2.159 -1.899
H 0.379 0.783 -3.674
H -1.181 0.271 -3.263
H 0.584 -1.624 -4.017
H -0.728 -1.768 -2.706
H 3.063 -1.150 -1.173
H 2.659 -0.459 -2.672
O -0.447 -3.239 3.195
H -0.776 -2.956 2.345
H 0.423 -3.612 3.025
O 0.581 0.658 3.158
H 0.649 0.376 2.303
H 0.160 -0.034 3.666
O -2.846 -1.445 2.286
H -2.650 -2.239 2.799
H -2.860 -1.823 1.352
O 1.799 2.599 0.795
H 1.216 3.450 1.051
H 1.090 1.888 0.694
O -0.274 4.534 0.607
H -0.964 3.833 0.637
H -0.099 4.928 1.380
O -1.030 -2.902 0.714
H -0.506 -2.763 -0.076
H -1.690 -3.535 0.681
O 1.963 2.713 -2.055
H 2.924 2.414 -1.972
H 1.590 3.107 -1.282
O -0.975 2.826 2.636
H -1.494 2.121 2.746
H -0.148 2.218 2.888
O 3.499 -2.730 0.559
H 2.998 -2.120 1.187
H 2.652 -3.068 0.137
O -4.006 -0.664 -0.716
H -3.425 -0.058 -1.344
H -4.101 -0.267 0.137
```

E_tot ... -30135.660 eV
SMILES ... NCCCC(N)=O.O.O.O.O.O.O.O.O.O.O
Net charge ... 0
Gap between HOMO and LUMO ... 9.5 eV
HOMO energy ... -0.351 hartree
Energy relative to the best compared isomer or geometry (same formula, charge and spin) ... 3.780 eV

Here are the Löwdin charges for atoms 1 to 5, given in e: N 0.0381; C -0.2769; C -0.1391; C -0.0613; C -0.5169

Record 5
The following is a quantum chemistry calculation of a single C4H9N3 molecule in a non-equilibrium geometry, from the Open Molecules 2025 dataset.

```
16
Properties=species:S:1:pos:R:3
H 2.341 1.511 -0.099
N 1.370 1.266 -0.128
C 1.172 0.072 -0.042
N 2.348 -0.779 0.017
N 0.028 -0.615 -0.042
C -1.300 -0.174 0.047
C -2.312 -1.105 -0.041
C -1.493 1.391 0.046
H 2.540 -0.927 1.153
H 2.141 -1.769 -0.435
H 0.150 -1.551 0.396
H -3.420 -0.909 0.181
H -1.933 -2.116 -0.421
H -1.041 1.617 -0.882
H -0.947 2.019 0.839
H -2.461 1.919 0.272
```

E_tot ... -8761.986 eV
SMILES ... [H]/N=C(\N)NC(=C)C
Net charge ... 0
Gap between HOMO and LUMO ... 9.0 eV
HOMO energy ... -0.308 hartree
Energy relative to the best compared isomer or geometry (same formula, charge and spin) ... 2.539 eV

Here are the Löwdin charges for atoms 1 to 5, given in e: H 0.0579; N 0.1451; C -0.6364; N 0.0223; N 0.0538

Record 6
The following is a quantum chemistry calculation of a molecular structure, C25H33B2IN3O8RuS, from the Open Molecules 2025 dataset.

```
74
Properties=species:S:1:pos:R:3
Ru -0.539 -1.189 -0.926
C -0.355 -0.095 4.695
C 0.040 -1.484 4.181
N 1.205 -1.494 3.316
C 2.522 -1.553 3.928
C 3.237 -0.202 3.999
C 1.133 -1.304 1.945
S -0.515 -0.920 1.356
N 2.234 -1.335 1.280
C 2.473 -1.243 -0.045
O 1.530 -1.180 -0.953
C 3.845 -1.240 -0.476
C 4.922 -1.307 0.435
C 6.226 -1.300 -0.015
C 6.514 -1.223 -1.377
C 5.461 -1.160 -2.287
C 4.150 -1.169 -1.854
H -1.263 -0.162 5.299
H -0.546 0.566 3.850
H 0.438 0.333 5.310
H -0.798 -1.919 3.638
H 0.261 -2.135 5.029
H 3.135 -2.246 3.349
H 2.395 -1.959 4.934
H 3.355 0.198 2.993
H 4.227 -0.323 4.445
H 2.671 0.512 4.598
H 4.701 -1.365 1.492
H 7.038 -1.356 0.703
H 7.541 -1.214 -1.722
H 5.673 -1.105 -3.349
H 3.329 -1.125 -2.558
O -1.544 -0.891 -4.903
N -1.516 -0.917 -3.683
O -2.481 -0.558 -2.978
O -0.440 -1.310 -3.090
C 0.498 3.998 0.290
C -0.437 3.073 -0.468
C -1.894 3.390 -0.132
O -0.206 1.717 -0.033
B -0.399 0.900 -1.120
O -0.491 1.600 -2.284
C -0.177 2.980 -2.002
C -1.062 3.870 -2.855
C 1.293 3.173 -2.365
H 0.235 3.977 1.348
H 0.401 5.022 -0.078
H 1.533 3.677 0.192
H -2.043 3.220 0.935
H -2.556 2.709 -0.669
H -2.150 4.424 -0.370
H -2.111 3.608 -2.732
H -0.801 3.735 -3.905
H -0.913 4.918 -2.584
H 1.921 2.528 -1.749
H 1.603 4.212 -2.243
H 1.434 2.878 -3.405
O -3.385 -2.434 -1.180
B -2.595 -1.352 -0.772
O -3.428 -0.329 -0.285
C -4.707 -0.752 -0.491
C -5.894 -0.100 -0.244
C -7.069 -0.782 -0.558
C -7.041 -2.063 -1.093
C -5.836 -2.719 -1.341
C -4.681 -2.036 -1.036
H -5.908 0.897 0.175
H -8.022 -0.299 -0.386
H -7.972 -2.564 -1.325
H -5.801 -3.717 -1.757
I -0.990 -4.412 0.527
C -0.338 -3.327 -1.187
H -0.973 -3.648 -2.009
H 0.699 -3.595 -1.361
```

E_tot ... -70182.377 eV
<S²> ... 6.0463
Net charge ... -1
Gap between HOMO and LUMO (alpha / beta) ... 4.7 / 5.8 eV
HOMO energy (alpha / beta) ... -0.083 / -0.199 hartree
Spin multiplicity ... 5

Here are the Löwdin charges for atoms 1 to 5, given in e: Ru 1.1661; C -0.0865; C -0.2770; N -0.1527; C -0.2243

Record 7
The following is a quantum chemistry calculation of a single C4H11NO molecule in a non-equilibrium geometry, from the Open Molecules 2025 dataset.

```
17
Properties=species:S:1:pos:R:3
C -1.167 0.656 -1.558
C 0.043 0.253 -0.728
N 0.782 1.416 -0.184
C -0.506 -0.615 0.379
C 0.374 -0.698 1.607
O 1.577 -1.423 1.203
H -1.524 1.580 -1.069
H -0.958 1.002 -2.576
H -1.855 -0.169 -1.616
H 0.764 -0.289 -1.340
H 1.698 1.046 0.076
H 0.962 2.116 -0.972
H -0.887 -1.583 0.023
H -1.301 -0.036 0.851
H -0.142 -1.204 2.447
H 0.658 0.288 1.993
H 1.482 -2.339 1.463
```

E_tot ... -7863.322 eV
SMILES ... C[C@@H](N)CCO
Net charge ... 0
Gap between HOMO and LUMO ... 10.3 eV
HOMO energy ... -0.343 hartree
Energy relative to the best compared isomer or geometry (same formula, charge and spin) ... 1.232 eV

Here are the Löwdin charges for atoms 1 to 5, given in e: C -0.0788; C -0.4829; N 0.0176; C -0.1902; C -0.2468

Record 8
The following is a quantum chemistry calculation of a molecular structure, C22H23N3O7P2RhS in a non-equilibrium geometry, from the Open Molecules 2025 dataset.

```
59
Properties=species:S:1:pos:R:3
Rh 0.307 0.092 -0.419
O 4.529 0.777 -0.236
P 3.121 1.112 0.486
O 3.345 1.566 1.873
O 2.271 -0.129 0.230
O 2.558 2.272 -0.476
P 1.179 3.143 -0.233
O 0.727 3.327 -1.783
O 1.475 4.469 0.322
O 0.218 2.179 0.435
H 5.207 1.336 0.161
H 0.323 2.500 -2.076
N -3.945 -0.117 0.037
C -4.570 -0.148 -1.227
C -5.831 -0.696 -1.384
C -6.430 -0.707 -2.638
C -5.751 -0.207 -3.737
C -4.471 0.311 -3.580
C -3.890 0.372 -2.323
S -2.325 1.142 -2.079
N -1.755 0.252 -0.741
C -2.574 -0.173 0.151
C -2.002 -0.726 1.445
C -2.773 -1.199 2.495
C -2.114 -1.570 3.664
C -0.738 -1.449 3.734
C -0.045 -0.982 2.623
N -0.677 -0.644 1.508
H -4.479 -0.503 0.794
H -6.351 -1.108 -0.526
H -7.424 -1.120 -2.751
H -6.207 -0.226 -4.717
H -3.923 0.687 -4.434
H -3.850 -1.286 2.450
H -2.682 -1.939 4.509
H -0.197 -1.706 4.635
H 1.033 -0.857 2.596
C 2.681 -1.109 -2.679
C 1.192 -1.453 -2.908
C 0.613 -0.376 -3.833
C 0.512 -1.450 -1.552
C 1.050 -2.840 -3.534
C 1.901 -3.881 -3.155
C 1.756 -5.159 -3.671
C 0.748 -5.437 -4.584
C -0.109 -4.419 -4.968
C 0.042 -3.140 -4.448
H 2.769 -0.062 -2.396
H 3.246 -1.284 -3.599
H 3.129 -1.676 -1.866
H 0.846 0.605 -3.417
H -0.471 -0.441 -3.922
H 1.056 -0.438 -4.832
H 0.509 -2.464 -1.129
H 2.689 -3.686 -2.441
H 2.437 -5.942 -3.357
H 0.635 -6.435 -4.990
H -0.903 -4.615 -5.678
H -0.642 -2.364 -4.764
```

E_tot ... -74418.417 eV
Net charge ... -1
Gap between HOMO and LUMO (alpha / beta) ... 5.5 / 5.0 eV
HOMO energy (alpha / beta) ... -0.134 / -0.116 hartree
Energy relative to the best compared isomer or geometry (same formula, charge and spin) ... 1.675 eV

Here are the Löwdin charges for atoms 1 to 5, given in e: Rh 0.8613; O -0.1445; P 0.1708; O -0.3055; O -0.4151

Record 9
The following is a quantum chemistry calculation of a molecular structure, C8H21B3BeF12NO4 in a non-equilibrium geometry, from the Open Molecules 2025 dataset.

```
50
Properties=species:S:1:pos:R:3
Be -0.940 0.599 -0.617
B -2.141 -0.558 -3.170
F -2.504 -1.725 -3.720
F -2.809 -0.462 -1.911
F -0.831 -0.627 -2.852
F -2.473 0.688 -3.853
B -0.441 3.269 1.177
F -0.152 4.534 0.773
F -1.500 2.846 0.371
F 0.667 2.480 1.019
F -0.977 3.209 2.426
B 0.273 2.781 -2.439
F 0.714 3.880 -1.701
F -1.084 2.588 -2.300
F 0.672 3.053 -3.723
F 0.709 1.638 -1.863
C 4.131 -0.302 -1.475
O 4.489 -0.786 -0.205
C 3.839 -0.072 0.843
C 2.354 0.258 0.626
N 1.409 -0.746 0.069
C 1.272 -1.902 1.029
C 0.041 -2.745 0.584
O -1.000 -2.008 -0.084
C -1.873 -2.878 -0.791
H 4.143 0.773 -1.655
H 3.174 -0.646 -1.868
H 4.857 -0.745 -2.156
H 4.216 0.925 1.071
H 3.968 -0.705 1.721
H 2.376 1.044 -0.129
H 1.932 0.613 1.566
H 1.829 -1.214 -0.721
H 1.106 -1.590 2.060
H 2.220 -2.438 1.076
H -0.310 -3.421 1.364
H 0.367 -3.380 -0.239
H -1.736 -2.677 -1.853
H -2.933 -2.627 -0.761
H -1.756 -3.935 -0.550
C -3.263 0.481 2.014
C -2.044 0.087 2.919
O -0.888 0.639 2.371
O -3.216 -0.137 0.735
H -3.280 1.571 2.000
H -4.225 0.317 2.499
H -1.860 -0.987 2.949
H -2.075 0.435 3.951
H -0.643 1.500 2.718
H -3.803 -0.896 0.703
```

E_tot ... -53366.261 eV
<S²> ... 0.7565
Net charge ... 0
Gap between HOMO and LUMO (alpha / beta) ... 8.0 / 3.7 eV
HOMO energy (alpha / beta) ... -0.391 / -0.391 hartree
Spin multiplicity ... 2

Here are the Löwdin charges for atoms 1 to 5, given in e: Be 1.1557; B -1.3087; F 0.1975; F 0.0897; F 0.1761

Record 10
The following is a quantum chemistry calculation of 2 unconnected molecules or ions with the total composition C2H4BrN in a non-equilibrium geometry, from the Open Molecules 2025 dataset.

```
8
Properties=species:S:1:pos:R:3
C -0.122 0.248 -0.677
C -0.794 1.410 -0.223
N -1.398 2.337 0.037
H -0.068 0.168 -1.760
H -0.340 -0.604 -0.067
H 0.948 0.453 -0.280
Br 1.380 -1.703 1.896
H 0.395 -2.309 1.074
```

E_tot ... -73670.678 eV
SMILES ... CC#N.Br
Net charge ... 0
Gap between HOMO and LUMO ... 11.8 eV
HOMO energy ... -0.419 hartree
Energy relative to the best compared isomer or geometry (same formula, charge and spin) ... 0.314 eV

Here are the Löwdin charges for atoms 1 to 5, given in e: C -0.1087; C -0.3226; N 0.1377; H 0.0910; H 0.0048